Molecular formula: C9H66F6NO25P
Method: DFT, the ωB97M-V functional and the def2-TZVPD basis

```
108
Properties=species:S:1:pos:R:3:forces:R:3:lowdin_charge:R:1
H -0.348536 -0.926127 -2.013850 4.5 6.0 7.3 -0.152
O -0.818986 1.078943 3.434330 -2.8 2.2 7.0 0.004
O -0.714586 -0.300867 -3.611020 -5.2 2.4 -4.9 -0.058
H -1.541096 0.474922 3.607400 0.0 -0.2 0.5 0.104
F 0.566194 -3.090798 -3.780170 -1.2 -1.5 1.3 -0.104
H 0.445014 -2.277348 -0.075690 -0.1 4.8 0.8 0.056
H 0.233254 -0.345218 -3.736990 -0.8 0.1 -0.8 -0.055
H 0.264814 3.460342 -0.425540 1.1 -2.4 -0.3 -0.117
H 1.604694 2.782132 -2.651130 -0.2 0.0 -0.1 0.116
P -0.009306 -3.273718 -2.239160 -1.8 -3.3 -5.6 0.494
H -0.900216 0.222323 2.221180 -1.1 -1.7 -2.7 0.057
H -3.041796 3.842362 1.988370 -0.7 1.5 -0.3 0.141
H -2.844606 -2.707388 -0.521770 0.1 -0.2 -0.3 0.000
O -3.808936 3.144492 -0.448910 -3.7 0.0 0.5 -0.077
H 0.435804 -2.201918 2.807480 -0.8 -0.8 0.4 -0.164
O -2.156766 4.682012 -0.472690 -2.8 3.9 -1.0 -0.038
H -2.814296 -2.658968 2.015900 -0.5 0.1 -0.1 0.104
H -3.613816 2.230162 1.521270 -1.5 -1.6 -2.1 -0.134
H 2.910764 -1.102788 -0.107700 -5.0 0.5 0.9 0.064
H -2.419356 2.701963 1.903950 5.3 -3.0 -2.8 -0.112
O -2.095076 -3.273418 1.869600 -11.5 -3.5 -0.8 0.101
H 2.781904 -2.677278 1.321350 0.4 -0.1 1.0 0.056
O -3.910456 -0.666638 0.984760 -3.0 -5.0 1.3 -0.054
O 3.137964 -1.888638 1.730630 0.5 -5.8 -0.2 -0.025
H 0.848694 0.930312 1.272230 0.2 1.1 0.0 -0.131
H 2.726824 0.285432 0.834030 -1.2 0.5 0.0 0.102
H 0.884024 -1.522478 1.441450 0.0 1.0 -0.7 0.109
H -1.971076 2.173392 -1.436060 -1.0 -1.0 0.5 0.086
H -1.201706 4.621472 -0.451810 2.7 0.1 0.1 -0.121
F 1.441874 -2.570348 -1.786670 -6.0 -8.8 7.6 -0.066
C 2.417014 -0.131168 -0.124380 -5.2 3.2 1.9 -0.088
H -0.178356 1.900233 -1.600540 -0.2 0.2 -0.4 0.017
H -1.196016 1.745442 2.860000 -0.4 0.4 0.1 0.013
H -3.386586 -1.355657 -0.108280 -0.3 0.2 0.2 -0.100
C -1.193846 1.359582 0.434770 0.0 -0.6 0.9 -0.227
H 1.752624 -3.070607 0.232530 0.9 -0.7 0.0 -0.068
O 2.944304 -3.040577 -0.289560 2.9 -4.1 0.7 -0.012
O -0.116556 -3.189158 2.309070 -0.9 -3.1 5.3 -0.032
H -1.496856 -2.068948 1.396730 1.2 3.5 -1.8 0.050
H -0.995566 3.168083 -1.729360 0.2 0.3 -0.5 0.032
H 1.508284 0.989162 -2.961330 1.2 2.3 1.0 -0.128
H 1.305064 -1.013538 -2.262180 -2.6 4.6 2.7 0.051
F -0.488416 -3.397938 -0.701380 -7.5 -0.3 -6.1 -0.011
H -3.504426 0.192072 1.103090 -0.2 0.0 -1.7 -0.130
H -3.280746 3.084943 3.277210 -0.2 -0.1 0.8 0.160
O 1.330954 0.434292 -3.720870 3.2 -0.7 -8.2 -0.056
H -1.591376 -1.274178 -0.199800 -0.2 -0.3 0.2 0.089
F -1.410496 -3.937748 -2.810660 1.4 0.5 1.1 -0.124
F 0.665424 -4.772668 -2.114780 -0.3 1.6 0.1 -0.111
O -3.447266 -2.016848 -0.797760 -0.2 -2.3 -2.5 -0.076
O -0.404406 2.595612 -2.218260 -1.7 1.8 -3.5 -0.047
C 0.894984 -0.129468 -0.301890 -0.2 -1.5 -1.0 -0.172
H 1.667004 -1.991658 -2.602570 1.2 0.6 -4.7 -0.230
H 0.150414 0.951303 2.615310 2.6 -0.5 0.1 -0.088
C 0.565404 -0.387918 -1.762570 2.4 6.4 5.2 -0.076
O 2.293964 -1.608168 -3.215820 3.9 -0.2 -9.4 0.027
H 0.555004 0.587602 -2.248740 -1.2 -1.5 2.3 0.079
H -4.171476 0.940742 2.085460 -1.1 0.5 0.4 0.112
O -3.437306 3.042092 2.333870 -6.3 8.8 8.3 0.114
H -0.836166 -0.401128 -2.666880 -1.9 4.2 -3.4 -0.035
H 0.337144 4.584302 0.586080 0.2 0.2 0.1 0.097
H 3.014174 -1.668128 -2.268170 0.4 0.4 -2.7 -0.115
H 2.048244 2.203332 -0.244970 1.7 0.2 1.6 -0.149
O 4.464644 -0.409288 0.473410 7.5 0.8 0.4 -0.063
O 0.997934 -3.511098 0.623220 5.4 -6.9 -0.3 0.005
H 0.415044 -3.688668 -0.114980 2.6 -2.2 2.4 -0.130
H 2.874654 -2.303427 -0.896170 1.2 -0.5 0.5 -0.061
C -1.575836 0.132672 1.370530 3.4 0.1 -0.3 -0.090
H -1.850776 0.488882 -1.463600 -0.5 -0.2 0.4 0.118
H 2.755004 -0.912418 2.405470 -0.2 0.9 1.4 -0.155
H 1.666324 -2.292618 3.684690 0.2 0.1 0.1 0.042
H -2.429786 -4.113658 2.182930 0.0 -0.9 0.3 0.147
C -2.110236 1.306133 -0.790630 1.2 -0.7 -0.8 0.010
H -3.154716 1.282422 -0.479840 0.9 -2.7 -0.5 0.094
H -2.567356 0.374582 1.753240 2.9 -0.6 0.7 0.077
H 1.536184 1.972303 -1.373880 -0.7 0.2 0.2 -0.148
O 0.044374 4.383702 -0.302890 0.9 6.0 0.6 0.013
H -3.647426 -1.165138 1.758420 -0.1 -0.3 -0.1 0.060
N 0.318974 1.213413 0.216220 -3.1 0.8 -5.7 0.062
C 0.327654 -1.369898 0.516640 0.0 4.2 -0.1 -0.062
O 2.652504 2.744982 0.262690 8.7 2.8 3.5 -0.040
O 0.909104 2.415562 -0.476500 -9.0 -6.1 3.7 -0.219
C -1.535506 2.664413 1.267160 4.7 -1.0 -1.2 -0.015
H 2.154304 0.425293 -4.208970 0.3 0.9 -1.0 0.124
H -2.337126 5.438692 -1.030480 -0.3 0.2 -0.3 0.100
C -1.156416 -1.223848 0.798390 -0.6 1.4 -1.6 -0.095
H -1.040686 -3.202808 2.060020 4.1 0.0 1.6 -0.242
H 1.998614 0.395132 2.305070 1.3 -0.5 1.5 -0.251
O 0.978794 -1.688078 3.405290 1.9 3.1 3.6 -0.067
H 3.665434 -0.448017 -0.051940 3.1 0.8 0.2 -0.132
F -0.643816 -1.807838 -2.427480 -6.1 -18.6 -2.0 -0.068
O 3.508004 -1.401438 -1.492770 7.6 0.8 -2.7 -0.107
O -3.907096 1.355922 1.264510 -3.6 0.8 -0.5 -0.079
H 4.243874 -0.896497 -1.838840 0.3 -0.1 0.1 0.140
H -0.773786 2.762162 2.040670 1.1 0.6 -0.4 0.108
O 1.853044 1.937052 -2.276430 5.7 1.7 -3.9 0.031
H 1.926404 -0.750688 -3.429970 0.3 0.6 -0.9 -0.043
H 2.086644 3.344852 0.748680 0.4 -0.5 0.1 0.032
H -3.290386 2.340003 -0.460190 -0.8 1.8 -0.3 -0.084
O 1.016874 0.887372 2.213560 -3.7 3.6 2.5 0.045
H 3.027504 0.356983 -0.884050 -1.7 1.2 -0.3 0.136
H 3.202414 -3.780338 -0.839440 -0.1 -0.3 0.0 0.129
H 4.726484 0.510942 0.444510 0.0 0.2 0.7 0.097
H -3.160276 3.848302 -0.460070 -0.1 0.0 -0.3 -0.125
H -1.466576 3.634352 0.774640 -0.2 -1.3 0.5 0.073
H 0.356054 -3.172538 1.476850 0.7 -0.3 0.1 -0.204
H 3.768074 -1.551378 1.093870 1.0 0.0 1.1 0.004
O 2.787504 0.003902 2.680320 6.5 0.9 3.3 -0.122
```
Forces are in eV/Å.

charge = -2
Kohn-Sham gap = 3.7 eV